No. 1
The following is a quantum chemistry calculation of a single C3H4N2O3 molecule at a distorted geometry, from the OMol25 dataset.

Structure (XYZ):
```
12
Properties=species:S:1:pos:R:3:mulliken_charge:R:1
O 0.516 -1.426 0.565 -0.183
O -2.443 0.191 -0.464 -0.454
O -0.204 0.756 1.165 -0.283
N 1.277 -0.868 -0.433 -0.449
N 0.459 1.279 0.046 -0.216
C -0.576 -0.603 0.892 0.157
C -1.435 -0.533 -0.483 0.139
C 1.355 0.414 -0.562 0.005
H 2.257 0.609 -1.272 0.351
H 0.818 2.111 0.298 0.261
H -0.966 -0.990 -1.591 0.288
H -1.059 -0.940 1.840 0.385
```

Computed properties:
* total charge: 0
* HOMO energy: -9.26 eV
* SMILES: O=C[C@H]1ON=CNO1
* energy relative to the best compared isomer or geometry (same formula, charge and spin): 144.82 kcal per mole
* electronic energy: -12292.7153 eV
* orbital gap: 9.7 eV
* spin multiplicity: 1

No. 2
The following is a quantum chemistry calculation of a molecular structure, C33H35N3O2Sr at a distorted geometry, from the OMol25 dataset.

Structure (XYZ):
```
74
Properties=species:S:1:pos:R:3:mulliken_charge:R:1
Sr 0.150 -0.048 1.277 1.888
O -1.030 3.612 -0.411 -0.702
O 2.756 -2.104 -1.843 -0.721
N -1.595 1.510 0.439 -0.020
N 1.581 -1.656 0.128 0.866
N 0.628 0.579 -0.928 0.341
C -2.769 1.958 1.095 -0.639
C -5.087 2.753 2.482 -0.916
C -4.846 3.177 1.189 -0.761
C -3.640 3.197 -0.970 -1.612
C 0.073 1.730 -1.318 0.285
C 1.991 -2.776 0.889 -0.443
C -3.066 1.438 2.377 1.437
C 2.625 -4.852 2.649 -0.837
C -0.476 -3.198 1.247 -2.040
C 1.547 1.449 3.476 0.727
C -4.206 1.852 3.053 -0.750
C 4.464 -2.311 0.531 -1.333
C 3.335 2.538 -0.337 1.774
C -0.943 2.390 -0.351 -0.159
C 0.389 2.274 -2.552 -0.664
C 1.303 -4.543 2.389 -0.815
C 3.339 -3.082 1.153 1.127
C 0.973 -3.510 1.520 1.490
C 2.712 2.144 0.991 1.177
C 3.628 -4.121 2.029 -0.928
C 0.973 1.127 4.831 -1.733
C 1.264 1.565 -3.369 -0.599
C 1.484 -0.106 -1.689 0.396
C 1.822 0.365 -2.947 -0.610
C 1.574 2.805 1.467 -0.382
C -2.266 0.331 3.037 -0.944
C 1.008 2.468 2.689 -0.660
C 2.636 0.746 2.973 -1.163
C 3.214 1.101 1.759 0.366
C 4.593 1.763 -0.679 -1.780
C 3.565 4.043 -0.425 -1.716
C -3.722 2.780 0.470 1.161
C 2.038 -1.436 -1.111 -1.138
H -5.967 3.082 3.016 0.388
H 1.514 1.654 5.621 0.395
H 5.387 1.916 0.058 0.342
H 4.650 -2.608 -0.498 0.369
H 1.027 0.061 5.063 0.352
H 2.587 2.275 -1.094 -0.781
H 0.114 2.982 3.023 0.215
H -3.060 4.110 -1.101 0.255
H -5.565 3.818 0.695 0.400
H 4.666 -4.351 2.230 0.414
H -0.070 1.438 4.911 0.382
H 3.047 -0.080 3.542 0.361
H -1.223 0.575 3.261 -0.139
H 5.374 -2.438 1.118 0.426
H -3.167 2.433 -1.589 0.304
H 2.500 -0.220 -3.552 0.586
H 4.087 0.567 1.422 0.254
H -0.922 -2.502 1.977 0.287
H -4.650 3.352 -1.351 0.551
H 4.220 -1.251 0.497 0.023
H 1.509 1.952 -4.350 0.432
H -0.053 3.215 -2.844 0.541
H 4.418 0.690 -0.763 0.347
H 2.877 -5.661 3.320 0.413
H 4.218 4.384 0.382 0.415
H 4.044 4.307 -1.369 0.427
H -0.625 -2.791 0.246 0.361
H -4.402 1.450 4.039 0.358
H 1.102 3.579 0.879 0.088
H -2.299 -0.596 2.451 0.057
H 2.639 4.610 -0.366 0.359
H 4.977 2.097 -1.643 0.426
H 0.511 -5.112 2.861 0.438
H -1.101 -4.089 1.330 0.475
H -2.680 0.090 4.016 0.509
```

Computed properties:
* total charge: 0
* HOMO energy: -7.76 eV
* electronic energy: -44194.2403 eV
* orbital gap: 7.9 eV
* spin multiplicity: 1

No. 3
The following is a quantum chemistry calculation of 2 unconnected molecules or ions with the total composition CH3NO3S, from the OMol25 dataset.

Structure (XYZ):
```
9
Properties=species:S:1:pos:R:3:mulliken_charge:R:1
S 3.291 -0.077 -0.218 0.755
O -0.186 -0.359 -0.107 -0.542
O 3.315 1.342 0.009 -0.372
O 4.378 -0.824 0.353 -0.391
N -2.439 -0.279 -0.264 -0.324
C -1.248 0.107 0.223 0.140
H -1.342 0.909 0.976 0.294
H -3.297 0.172 0.003 0.212
H -2.472 -0.991 -0.975 0.228
```

Computed properties:
* total charge: 0
* HOMO energy: -10.42 eV
* energy relative to the best compared isomer or geometry (same formula, charge and spin): 0.00 kcal per mole
* electronic energy: -19553.3147 eV
* orbital gap: 9.8 eV
* spin multiplicity: 1

No. 4
The following is a quantum chemistry calculation of a single C26H31N3O6S molecule, from the OMol25 dataset.

Structure (XYZ):
```
67
Properties=species:S:1:pos:R:3:mulliken_charge:R:1
S 3.030 2.222 0.610 1.591
O 3.502 3.518 1.014 -0.734
O 3.762 -0.424 -1.884 -0.635
O -2.524 1.802 1.121 -0.658
O -1.040 -2.717 -0.920 -0.372
O 3.090 1.172 1.603 -0.610
O -0.575 -1.271 1.217 -0.314
N 4.865 -0.345 0.098 -0.077
N -3.686 0.064 0.312 0.369
N -0.598 1.669 -0.764 0.346
C -1.393 5.275 -0.910 -0.768
C -5.079 -1.811 0.043 -0.788
C -0.639 3.041 -0.710 0.269
C 0.618 3.505 -0.253 -0.056
C -1.732 0.809 -0.936 -1.137
C 0.248 -2.742 -0.432 0.743
C 0.860 4.871 -0.124 -0.431
C -3.921 -1.041 -0.596 0.199
C 0.623 1.258 -0.340 -0.395
C 2.825 -2.603 0.638 0.124
C 0.499 -1.947 0.705 0.341
C -2.676 0.943 0.275 0.561
C 1.282 -3.473 -0.989 -0.911
C -5.816 -0.738 0.843 -0.714
C 1.398 2.337 -0.018 -0.469
C 4.223 -2.493 1.175 -1.355
C 4.181 0.199 -0.929 0.577
C 1.787 -1.881 1.214 0.516
C -4.668 0.105 1.383 -0.665
C 4.062 1.704 -0.820 -1.084
C -1.336 -3.550 -2.014 -1.052
C -1.654 3.929 -1.044 -0.564
C -0.370 -0.488 2.373 -0.748
C -0.155 5.740 -0.456 -0.675
C 5.144 -1.758 0.191 -0.850
C 2.557 -3.410 -0.453 -0.652
H 4.633 -3.491 1.343 0.460
H 1.817 5.215 0.235 0.546
H -3.026 -1.657 -0.686 -0.271
H -1.386 -0.223 -1.011 0.052
H -6.435 -1.153 1.635 0.373
H 2.005 -1.240 2.052 0.149
H 4.899 0.187 0.957 0.302
H -1.149 -4.602 -1.780 0.332
H -0.761 -3.267 -2.902 0.371
H 4.217 -1.955 2.125 0.356
H -5.712 -2.295 -0.698 0.446
H -4.246 -0.336 2.293 0.282
H -2.278 1.077 -1.847 0.531
H -1.315 0.020 2.558 0.153
H 1.111 -4.095 -1.852 0.425
H 0.894 0.220 -0.322 0.915
H 6.185 -1.876 0.508 0.383
H -2.618 3.580 -1.382 0.382
H 5.024 -2.169 -0.814 0.483
H -2.163 5.991 -1.156 0.391
H -4.936 1.141 1.597 0.376
H 5.033 2.163 -0.650 0.537
H 3.599 2.121 -1.709 0.409
H 0.001 6.804 -0.364 0.407
H -0.114 -1.115 3.232 0.443
H -2.398 -3.414 -2.217 0.312
H -4.688 -2.571 0.719 0.319
H 3.347 -3.991 -0.905 0.428
H -4.199 -0.662 -1.588 0.287
H 0.410 0.264 2.224 0.212
H -6.445 -0.140 0.182 0.287
```

Computed properties:
* total charge: 0
* HOMO energy: -8.16 eV
* SMILES: COc1ccc(CCNC(=O)CS(=O)(=O)c2cn(CC(=O)N3CCCC3)c3ccccc23)cc1OC
* energy relative to the best compared isomer or geometry (same formula, charge and spin): 1.38 kcal per mole
* electronic energy: -55056.1547 eV
* orbital gap: 8.7 eV
* spin multiplicity: 1

No. 5
The following is a quantum chemistry calculation of a single C4H7NO molecule, from the OMol25 dataset.

Structure (XYZ):
```
13
Properties=species:S:1:pos:R:3:mulliken_charge:R:1
O 0.179 -1.459 0.743 -0.397
N -1.681 -0.150 0.089 -0.515
C -0.835 0.784 -0.635 -0.487
C -1.127 -1.132 0.656 0.100
C 1.164 -0.546 0.252 -0.364
C 0.633 0.820 -0.190 -0.480
H -0.914 0.536 -1.701 0.286
H 1.870 -0.414 1.077 0.265
H 1.261 1.184 -1.011 0.337
H -1.265 1.784 -0.521 0.323
H 1.690 -1.058 -0.559 0.286
H 0.744 1.537 0.630 0.263
H -1.720 -1.888 1.171 0.385
```

Computed properties:
* total charge: 0
* HOMO energy: -9.64 eV
* SMILES: C1=NCCCO1
* energy relative to the best compared isomer or geometry (same formula, charge and spin): 29.46 kcal per mole
* electronic energy: -7798.3667 eV
* orbital gap: 10.5 eV
* spin multiplicity: 1

No. 6
The following is a quantum chemistry calculation of 2 unconnected molecules or ions with the total composition C3H9NO2 at a distorted geometry, from the OMol25 dataset.

Structure (XYZ):
```
15
Properties=species:S:1:pos:R:3:mulliken_charge:R:1
O -1.199 -0.402 -2.772 -0.482
O 0.326 1.017 -2.061 -0.498
N 0.933 -0.824 2.617 -0.519
C -0.856 -0.211 -0.356 -0.825
C 1.340 0.394 3.312 -0.735
C -0.509 0.222 -1.775 0.581
H 1.941 1.054 2.694 0.263
H -0.330 -1.098 -0.031 0.311
H 0.732 -1.509 3.335 0.230
H 0.526 1.045 3.649 0.249
H -0.447 0.608 0.231 0.218
H 1.981 0.168 4.159 0.337
H -1.928 -0.293 -0.319 0.347
H -2.041 -0.798 -2.500 0.323
H 0.062 -0.686 2.134 0.199
```

Computed properties:
* total charge: 0
* HOMO energy: -9.62 eV
* SMILES: CC(=O)O.CN
* energy relative to the best compared isomer or geometry (same formula, charge and spin): 27.47 kcal per mole
* electronic energy: -8841.7642 eV
* orbital gap: 10.1 eV
* spin multiplicity: 1